No. 1
Density functional theory data (ωB97M-V/def2-TZVPD) for 12 unconnected molecules or ions with the total composition C36H104N8O12 in a non-equilibrium geometry.

Each line ends with the Mulliken charge.
Cartesian coordinates (Å):
C 0.812690 -4.734898 6.684385  -1.005
C -0.044456 -5.531530 7.643141  -0.127
O -1.375840 -5.414005 7.233393  -0.523
H 1.050863 -5.311328 5.790461  0.253
H 1.785367 -4.583029 7.152275  0.298
H 0.434448 -3.765703 6.359281  0.310
H -0.037541 -5.061142 8.626400  0.275
H 0.281968 -6.570885 7.607437  0.221
H -1.961115 -5.680396 7.946201  0.299
C 6.865278 -3.530545 8.241783  -1.061
C 7.142824 -3.074161 6.794971  -0.112
O 6.496430 -1.837553 6.583905  -0.527
H 7.268111 -4.508593 8.504884  0.335
H 5.819362 -3.366967 8.501414  0.299
H 7.371549 -2.810148 8.884298  0.275
H 6.705565 -3.867889 6.189234  0.266
H 8.218567 -2.925488 6.701392  0.233
H 6.326990 -1.611130 5.666506  0.291
O -1.389458 -2.379930 -5.889867  -0.645
H -1.532203 -2.834929 -5.059898  0.324
H -2.045325 -2.748635 -6.481576  0.313
O -0.270403 5.057242 3.764152  -0.634
H -0.072244 4.137456 3.588196  0.316
H -0.722837 5.360130 2.976881  0.306
C 2.244180 1.364420 0.453161  -1.250
C 1.228780 0.239463 0.682642  0.412
C 1.680419 -1.180293 0.313049  -0.786
O 2.957954 -1.573267 0.799872  -0.265
C 3.536143 -2.793690 0.453691  -0.738
N 0.881013 0.248692 2.111843  -0.711
H 3.244520 1.033079 0.731791  0.249
H 1.981595 2.330111 0.885133  0.349
H 2.338291 1.320189 -0.631870  0.329
H 0.331238 0.402906 0.086155  0.362
H 1.642734 -1.195438 -0.776189  0.370
H 1.026559 -1.966032 0.691452  0.373
H 3.162144 -3.709103 0.912219  0.285
H 4.521955 -2.667552 0.901311  0.248
H 3.570945 -2.979652 -0.619771  0.280
H 1.695357 -0.127803 2.575712  0.260
H 0.144742 -0.377059 2.405841  0.237
C 9.670069 -1.380409 -7.215206  -1.270
C 9.899807 -0.986829 -5.668203  0.347
C 8.640375 -0.935003 -4.784053  -0.746
O 7.658288 -0.100282 -5.364850  -0.297
C 6.490318 -0.090961 -4.682838  -0.761
N 10.831521 -1.847819 -4.936040  -0.701
H 9.204646 -0.574922 -7.783252  0.305
H 9.125576 -2.321281 -7.295000  0.285
H 10.573700 -1.530625 -7.805963  0.389
H 10.265707 0.029161 -5.519833  0.287
H 8.962737 -0.460782 -3.857062  0.353
H 8.202318 -1.927520 -4.678622  0.382
H 6.013056 -1.058821 -4.529307  0.316
H 5.807527 0.531428 -5.261221  0.253
H 6.574184 0.296284 -3.667390  0.306
H 10.397242 -2.695690 -4.600507  0.260
H 11.115784 -1.375199 -4.089909  0.292
C -3.123637 9.087118 3.450524  -1.307
C -4.234864 7.966563 3.121208  0.266
C -4.160578 7.559660 1.687813  -0.715
O -3.096111 6.577766 1.357018  -0.242
C -3.076638 6.119945 -0.010910  -0.801
N -3.936267 6.825330 4.043212  -0.723
H -2.138397 8.627677 3.371116  0.266
H -3.228094 9.156953 4.533254  0.396
H -3.226326 10.033039 2.918745  0.366
H -5.206849 8.384328 3.383535  0.383
H -4.167695 8.406518 1.001598  0.390
H -5.117354 7.062125 1.529286  0.368
H -2.266402 5.422482 -0.223421  0.246
H -2.831396 6.926362 -0.702025  0.313
H -3.968786 5.521515 -0.195487  0.317
H -4.525151 6.033143 3.829303  0.254
H -3.031335 6.451017 3.796044  0.229
C 4.838658 8.584061 2.675016  -1.326
C 3.702597 9.374441 1.920441  0.649
C 4.208926 10.662266 1.273545  -0.744
O 3.227655 11.420496 0.617721  -0.352
C 2.267177 11.982188 1.481556  -0.644
N 3.033640 8.619316 0.854833  -0.706
H 4.319833 7.986294 3.424405  0.342
H 5.476368 9.323159 3.159943  0.314
H 5.534881 8.055174 2.024125  0.331
H 2.975452 9.518876 2.719504  0.119
H 4.881855 10.409125 0.454275  0.334
H 4.778306 11.295432 1.953989  0.404
H 1.508411 12.401930 0.821096  0.246
H 2.560572 12.879635 2.026176  0.294
H 1.938717 11.327349 2.288651  0.243
H 2.706908 9.286796 0.170866  0.264
H 2.216517 8.101446 1.145036  0.231
C -7.669263 2.337556 2.671387  -1.336
C -8.300621 1.800333 3.918833  0.400
C -7.634265 0.517965 4.403716  -0.910
O -6.183347 0.734943 4.563056  -0.315
C -5.528897 -0.455493 4.984628  -0.810
N -8.073720 2.788317 4.956687  -0.689
H -6.639732 2.672942 2.796678  0.238
H -8.205523 3.177188 2.229193  0.409
H -7.840620 1.556359 1.930796  0.330
H -9.379096 1.672135 3.826326  0.427
H -7.934613 -0.211906 3.651927  0.451
H -8.127761 0.211960 5.326172  0.412
H -4.441472 -0.522367 5.018434  0.264
H -5.856996 -1.295037 4.371746  0.320
H -5.892966 -0.779255 5.959680  0.321
H -8.855805 2.912739 5.583566  0.231
H -7.284016 2.442040 5.482575  0.259
C 0.409894 -9.319978 1.503041  -1.517
C 0.136591 -10.268153 0.409612  0.537
C 1.147375 -10.161803 -0.766317  -0.800
O 0.935215 -8.849580 -1.406201  -0.232
C 1.872887 -8.614829 -2.466438  -0.828
N 0.336631 -11.578948 0.959391  -0.746
H -0.226447 -9.570210 2.351896  0.396
H 0.407327 -8.254792 1.271768  0.322
H 1.450824 -9.504763 1.768395  0.363
H -0.911667 -10.242986 0.111930  0.360
H 1.048243 -10.998563 -1.457775  0.337
H 2.155071 -10.332483 -0.387490  0.378
H 1.759414 -9.328300 -3.282635  0.331
H 2.937961 -8.591978 -2.235795  0.308
H 1.571103 -7.678221 -2.935257  0.253
H -0.036980 -11.371635 1.874553  0.250
H -0.402559 -12.152610 0.579089  0.288
C -4.685869 -4.331432 -2.758424  -1.386
C -3.998046 -5.686514 -2.774035  0.645
C -4.069858 -6.477852 -4.104422  -0.823
O -3.815858 -7.832286 -3.876206  -0.268
C -3.830559 -8.702586 -5.006607  -0.747
N -2.626191 -5.384441 -2.428969  -0.699
H -5.200073 -4.221561 -1.803633  0.372
H -5.597823 -4.465813 -3.340135  0.357
H -4.062729 -3.482224 -3.038860  0.321
H -4.496673 -6.281580 -2.008940  0.263
H -3.533249 -5.937743 -4.884434  0.382
H -5.105508 -6.329655 -4.410323  0.311
H -3.038120 -8.322210 -5.651165  0.329
H -4.776518 -8.682595 -5.547782  0.284
H -3.557202 -9.693023 -4.642721  0.236
H -2.641732 -5.161892 -1.443918  0.224
H -2.128759 -6.263443 -2.425239  0.207
C -5.656464 2.634079 -6.015222  -1.287
C -4.844652 3.307442 -7.227396  0.344
C -3.304398 3.071750 -7.205480  -0.672
O -2.437703 3.506782 -6.141426  -0.312
C -1.046393 3.352873 -6.292225  -0.666
N -5.489951 2.971653 -8.529812  -0.751
H -5.545251 1.551754 -6.080810  0.309
H -6.678673 3.005847 -6.085827  0.396
H -5.201467 2.923273 -5.067884  0.327
H -5.034645 4.352040 -6.980764  0.276
H -2.850497 3.389486 -8.144158  0.339
H -3.189093 1.991258 -7.291282  0.335
H -0.993897 2.331802 -6.670070  0.285
H -0.492076 3.507648 -5.366549  0.235
H -0.503207 3.937209 -7.034910  0.279
H -6.483008 3.103003 -8.400609  0.287
H -5.416638 3.843191 -9.034949  0.274

Atoms 1-2, force components in eV/Å:
1.000 -0.298 -0.202
-0.097 1.064 -0.167

- LUMO: 0.21 eV
- Total charge: 0
- Energy above the lowest of the compared OMol25 structures with the same formula, charge and spin: 646.5 kJ/mol
- F_max: 3.51 eV/A
- Frontier orbital gap: 9.1 eV
- SMILES string: COC[C@H](C)N.COC[C@H](C)N.COC[C@H](C)N.COC[C@H](C)N.COC[C@H](C)N.COC[C@H](C)N.COC[C@H](C)N.COC[C@H](C)N.CCO.CCO.O.O

No. 2
Density functional theory data (ωB97M-V/def2-TZVPD) for a molecular structure, C68H66AsNP3V in a non-equilibrium geometry.

Each line ends with the Löwdin spin population.
Cartesian coordinates (Å):
V -0.467133 0.729364 -0.106179  2.404
C 0.300156 1.532857 4.480418  0.001
C 1.150529 1.144587 3.274744  0.013
P 1.516251 -0.434376 -0.050395  -0.239
C 2.620324 -1.120363 1.216416  -0.042
C 2.315235 -2.233897 2.000760  -0.010
C 3.221250 -2.696889 2.944363  -0.001
C 4.442006 -2.052822 3.117867  -0.001
C 4.762728 -0.958507 2.327044  -0.001
C 3.856661 -0.497871 1.378882  -0.014
C 1.803157 -1.456620 -1.519489  -0.017
C 1.212677 -1.037949 -2.719068  -0.019
C 1.399343 -1.746155 -3.893728  0.005
C 2.193621 -2.887529 -3.888259  -0.033
C 2.801933 -3.301208 -2.711060  0.005
C 2.616741 -2.588931 -1.532874  -0.029
P 0.809880 -0.181038 4.411560  0.001
C 2.003996 -0.634895 5.653947  0.000
C 2.874707 0.330420 6.161418  0.000
C 3.744612 -0.013041 7.182016  0.000
C 3.751346 -1.308921 7.685914  0.000
C 2.902874 -2.272923 7.158847  0.000
C 2.023441 -1.941702 6.137231  0.000
C -0.553836 -1.311497 4.210456  0.000
C -1.255025 -1.652434 5.375016  0.000
C -2.289249 -2.569564 5.300809  0.000
C -2.629333 -3.139459 4.076479  0.000
C -1.953543 -2.777212 2.921765  0.000
C -0.910622 -1.864169 2.984465  0.002
H -0.749293 1.747708 4.315236  0.000
H 0.766583 2.172139 5.220963  0.000
H 2.180425 1.494293 3.246807  0.000
H 0.715502 1.089688 2.291658  0.014
H 1.396692 -2.780536 1.843772  -0.002
H 2.984303 -3.576311 3.534156  0.000
H 5.149067 -2.417881 3.853044  0.000
H 5.721838 -0.466295 2.443175  0.000
H 4.111061 0.341430 0.749282  -0.004
H 0.612722 -0.130215 -2.737100  0.006
H 0.929586 -1.409887 -4.811330  0.001
H 2.345667 -3.447632 -4.803086  -0.002
H 3.436580 -4.179106 -2.710949  0.001
H 3.108326 -2.915848 -0.625559  -0.001
H 2.888327 1.338323 5.761237  0.000
H 4.415944 0.733198 7.588861  0.000
H 4.424859 -1.567563 8.493142  0.000
H 2.927283 -3.287070 7.539928  0.000
H 1.358672 -2.692821 5.728289  0.000
H -0.986552 -1.207985 6.326648  0.000
H -2.831403 -2.843021 6.198884  0.000
H -3.433701 -3.863536 4.023768  0.000
H -2.232416 -3.209351 1.969231  0.000
H -0.393360 -1.577844 2.081241  0.001
C 0.433864 7.746524 -4.485159  0.000
C 0.832452 6.653420 -3.529296  -0.002
C 1.496902 6.932775 -2.348249  0.001
C 1.862444 5.942718 -1.434324  -0.001
C 2.689014 6.408590 -0.254294  0.000
C 1.496774 4.612960 -1.702335  0.000
As 1.830059 3.023426 -0.605509  -0.006
N 0.065582 2.433511 -0.055052  -0.070
C -1.125653 3.193979 0.187476  0.005
C -1.636953 4.169961 -0.672137  -0.009
C -2.782483 4.863622 -0.320925  0.003
C -3.463873 4.581546 0.863056  -0.011
C -2.987468 3.592260 1.702985  0.005
C -1.820344 2.918941 1.367841  0.001
C 2.526731 3.575939 1.155548  -0.001
C 1.795576 4.192252 2.179436  0.000
C 0.515092 4.957173 1.939074  0.000
C 2.329440 4.233227 3.469556  0.000
C 3.589128 3.729519 3.767432  0.000
C 4.157336 3.791099 5.164813  0.000
C 4.352664 3.238745 2.712391  0.000
C 3.857690 3.172546 1.414607  0.000
C 4.848326 2.856720 0.311028  0.000
C 0.884837 4.301557 -2.939307  -0.001
C 0.587036 2.880958 -3.377188  0.003
C 0.559557 5.317785 -3.818841  0.000
H 0.972927 8.670547 -4.278856  0.000
H -0.635002 7.958079 -4.401141  0.000
H 0.629350 7.455096 -5.517700  0.000
H 1.769597 7.961330 -2.126700  0.000
H 3.390561 7.171551 -0.592640  0.000
H 3.263224 5.612489 0.201206  0.000
H 2.066458 6.864650 0.519558  0.000
H -1.135310 4.397652 -1.601828  0.000
H -3.155946 5.629403 -0.990629  0.000
H -4.357449 5.136535 1.122910  -0.001
H -3.503208 3.361780 2.628675  0.000
H -1.374666 2.220881 2.068468  0.007
H 0.280484 5.047798 0.880548  0.000
H 0.633922 5.965670 2.339199  0.000
H -0.341307 4.513851 2.446522  0.000
H 1.748089 4.715300 4.253747  0.000
H 3.438795 4.211656 5.868784  0.000
H 5.053681 4.413473 5.189114  0.000
H 4.452199 2.797566 5.515803  0.000
H 5.381814 2.935164 2.895511  0.000
H 5.640086 2.194266 0.663213  0.000
H 5.328992 3.785147 -0.007968  0.000
H 4.390846 2.417068 -0.572730  0.000
H 0.148661 2.273511 -2.587004  0.005
H 1.501219 2.381357 -3.703817  0.000
H -0.107278 2.882746 -4.216884  0.000
H 0.085283 5.066548 -4.763706  0.000
C -5.516286 -1.103704 3.168983  0.000
C -5.683132 -1.802478 1.980199  0.000
C -4.861102 -1.543085 0.889663  0.000
C -3.864090 -0.577756 0.986334  0.004
C -3.686198 0.103352 2.192510  0.002
C -4.511237 -0.149893 3.277295  0.000
P -2.855768 -0.064175 -0.446914  0.012
C -3.844081 1.262983 -1.237050  -0.002
C -3.410707 1.711360 -2.488811  0.001
C -4.129684 2.668810 -3.181989  0.000
C -5.289615 3.198075 -2.626442  -0.001
C -5.717390 2.767918 -1.379920  0.000
C -4.992543 1.807333 -0.677353  -0.001
C -3.008044 -1.436771 -1.637916  0.002
C -4.068248 -1.544030 -2.540907  0.000
C -4.167221 -2.658222 -3.361002  0.000
C -3.217330 -3.671360 -3.288078  0.000
C -2.165294 -3.572664 -2.390886  0.000
C -2.062990 -2.457280 -1.569552  0.004
H -6.169817 -1.301730 4.010014  0.000
H -6.466071 -2.546022 1.895459  0.000
H -5.005168 -2.094723 -0.029534  0.000
H -2.912042 0.857071 2.271392  0.002
H -4.376222 0.393829 4.205326  0.000
H -2.522836 1.280177 -2.940725  0.002
H -3.793072 2.998452 -4.157242  0.000
H -5.855127 3.948743 -3.166730  0.000
H -6.623393 3.174345 -0.946606  0.000
H -5.347146 1.475627 0.290972  0.000
H -4.816504 -0.767066 -2.603347  0.000
H -4.991498 -2.735411 -4.059048  0.000
H -3.302007 -4.540166 -3.930146  0.000
H -1.418083 -4.354806 -2.333273  0.000
H -1.236360 -2.386603 -0.869451  0.003

Atoms 1-2, force components in eV/Å:
-0.310 -0.512 0.205
0.037 0.153 0.013

- LUMO (alpha / beta): -5.61 / -4.49 eV
- ⟨S²⟩: 2.398
- 2S+1: 3
- Total charge: +2
- Energy above the lowest of the compared OMol25 structures with the same formula, charge and spin: 240.8 kJ/mol
- F_max: 1.52 eV/A
- Frontier orbital gap (alpha / beta): 6.4 / 7.3 eV

| no. | electronic energy (eV) |
| --- | --- |
| 1 | -75498.6635 |
| 2 | -187456.3850 |